1.
Here is C5H9N in the gas phase from the Open Molecules 2025 dataset. Energies are from ωB97M-V with the def2-TZVPD basis set.

```
15
Properties=species:S:1:pos:R:3:forces:R:3
H -0.10853 -0.25449 -1.36667 1.8526 0.0065 -1.7341
N 0.35815 -1.27694 0.27991 -1.9065 1.1550 1.3623
H -2.62875 -1.19261 -0.53577 -0.9868 -1.3048 0.4113
C -0.08292 1.68187 1.01924 -0.9024 0.0976 -2.0852
H 1.85737 -0.24740 1.41288 0.0618 -0.5601 0.0431
H 2.20266 -0.46904 -0.37789 -1.4750 0.6738 1.7291
C 0.99409 1.23817 0.31748 -0.9860 2.0838 0.9270
H 0.00598 -1.66599 1.18055 0.1438 0.5212 -1.0641
C -0.56279 -0.96631 -0.74435 1.6668 0.2476 0.4031
C 1.37706 -0.20546 0.44144 2.0303 -1.2206 -2.9730
H -0.96412 1.05697 0.77749 0.2504 -0.3604 1.8411
H -0.35356 2.72179 1.29818 0.5842 -0.5826 -0.7915
C -1.80223 -1.13789 -1.19109 -0.2716 -0.8386 0.6257
H 1.57311 2.01673 -0.24466 0.4801 -1.1048 1.1326
H -1.86552 -1.29939 -2.26674 -0.5417 1.1864 0.1726
```
Forces are in eV/Å.

Calculated total energy = -250.512244 Ha
Energy above the lowest of the compared OMol25 structures with the same formula, charge and spin = 97.07 kcal per mole
SMILES = C=CCNC=C

Atomic partial charges in e from the Mulliken method, atoms 1 to 4: number 1, H, carries 0.285; number 2, N, carries -0.155; number 3, H, carries 0.274; number 4, C, carries -0.599

***

2.
Here is a molecular structure, C38H51N7O2PdS from the Open Molecules 2025 dataset. Energies are from ωB97M-V with the def2-TZVPD basis set.

```
100
Properties=species:S:1:pos:R:3:forces:R:3
H 4.82661 2.35623 -1.96804 0.0057 0.0083 -0.0200
H 1.13690 -3.72192 1.72798 -0.0591 0.0522 0.0046
C 2.95478 -3.33771 -3.32639 -0.0034 -0.0754 0.0482
H 3.15991 2.92128 -2.29117 0.0230 0.0207 0.0248
C 2.54189 2.45702 0.56894 -0.1558 0.0289 0.0554
H -3.80197 -1.91433 -0.01084 -0.0190 0.0021 0.0077
C 0.44188 -3.31856 2.47175 -0.0459 0.0254 -0.0902
C -1.72714 -3.24345 1.17902 0.0310 0.0432 -0.1170
C 3.21271 -1.26974 0.29618 -0.1990 0.0818 -0.1326
H -4.07238 -0.73273 2.73269 -0.0294 -0.0112 -0.0292
H -5.00991 -3.19770 0.22497 -0.0126 0.0048 -0.0285
H 5.04900 -2.76576 -3.53197 -0.0084 -0.0335 0.0080
H 0.78581 -3.61303 3.46531 0.0195 -0.0430 -0.0107
H 3.66371 3.57189 3.57507 0.0484 0.0226 -0.0035
C 3.68616 2.75685 -0.20325 0.0512 0.0072 -0.0101
H 2.77712 -3.41590 -4.40206 -0.0102 0.0360 -0.0036
N -2.08432 1.31998 1.36369 -0.3678 0.0886 -0.2803
H 3.42890 1.28428 -1.73621 -0.0019 -0.0035 0.0209
C 4.76905 3.73412 1.73507 -0.0219 0.0009 0.0413
C -1.23298 -2.36465 -0.93624 0.0756 0.0932 -0.2222
O 1.00394 3.18800 -1.73095 0.0134 0.0257 0.0640
C 3.67397 3.37142 2.50762 -0.0671 -0.0265 0.0024
H 2.18618 -3.70198 -0.66263 0.0320 -0.0054 -0.0680
H -5.99589 1.35349 6.51131 0.0166 -0.0223 -0.0092
C 0.06930 1.01680 -1.75676 0.0986 0.0563 0.0137
H -0.23412 2.21701 -3.48533 -0.0025 -0.0012 -0.0061
H -6.29059 0.23354 4.30911 -0.0242 0.0207 -0.0131
H 5.62057 4.23492 2.18272 0.0061 -0.0008 -0.0128
H -3.23261 5.99516 -0.15657 0.0019 -0.0210 -0.0121
H -3.70793 -3.36614 -0.99152 -0.0031 -0.0329 0.0217
N -0.15658 -0.13014 -1.11643 -0.1088 -0.0516 0.1475
H 0.49511 -2.21912 2.39517 0.0813 -0.0078 0.0021
C -2.70786 5.64823 0.73843 -0.0474 0.0794 0.0215
C -3.08300 -3.62224 1.05372 -0.0275 -0.0434 0.0383
H -1.90535 6.35832 0.94488 0.0197 -0.0134 -0.0046
N 1.46281 1.76565 0.05242 0.1844 -0.1852 -0.0609
H -1.05511 1.17086 1.29815 0.1754 0.0735 0.3201
H -5.02498 1.45825 1.00251 0.0080 -0.0260 -0.0175
H -3.37959 1.07560 -0.27727 -0.1243 0.0619 0.0792
H 0.50060 2.74162 2.57288 0.0290 0.0349 -0.0003
C -3.95776 -2.99716 0.00552 0.0089 0.0471 0.0324
H 5.16088 -1.55259 -1.33285 -0.0089 0.0072 -0.0113
N -1.17705 -2.26228 0.36970 -0.1067 0.1147 0.1173
H 5.63380 3.62860 -0.22455 -0.0013 -0.0007 -0.0006
C -2.17104 4.23741 0.55359 0.0300 -0.0600 -0.0370
H 3.20096 -4.34683 -2.97101 0.0092 -0.0080 -0.0287
N -3.92955 0.00452 2.05580 -0.0114 0.0706 -0.0400
C 4.76586 3.40170 0.38929 0.0320 0.0065 -0.0227
H -6.73979 2.49613 5.39050 -0.0082 -0.0152 -0.0122
O -1.52367 -3.35370 -1.65633 -0.0219 -0.0278 0.0590
C -0.90408 -1.07265 -1.68906 -0.0909 -0.0189 0.0324
H 1.27266 1.18353 2.72052 0.0918 0.1014 -0.0128
C -1.54858 -4.69859 3.10305 0.0483 0.0515 0.0331
C -5.83628 1.91133 5.58665 -0.0143 0.0517 0.0692
H -5.02191 2.61656 5.76603 0.0103 -0.0026 -0.0246
H -5.94933 0.18116 1.75097 -0.0213 0.0205 0.0571
C 3.78671 2.31483 -1.63389 0.0246 -0.0476 -0.0298
C 4.37891 -2.28222 -1.54522 0.0014 0.0612 0.0428
C 4.13631 -2.41180 -3.04349 0.0098 0.0580 -0.0067
C -5.10144 0.85574 1.90319 0.0221 -0.0248 0.0009
H 3.91475 -1.41453 -3.43524 0.0187 -0.0043 -0.0161
C -1.43635 -0.91369 -2.96781 0.0292 0.0274 0.0588
H -0.94335 -5.08907 3.91618 -0.0298 -0.0270 0.0077
H -1.86922 1.88653 -0.58565 -0.0031 -0.0831 -0.0423
C 2.57437 2.72825 1.95512 0.0861 0.0131 0.0101
C -0.96876 -3.77435 2.24266 -0.0157 -0.0907 0.0711
C -3.62505 -4.54464 1.94162 -0.0270 0.0256 -0.0519
H -2.00890 -1.72784 -3.38912 -0.0050 0.0020 -0.0064
H -1.62554 3.92396 1.44725 -0.0066 0.0231 0.0179
C 0.92672 2.10763 -1.09686 -0.2286 -0.0645 -0.1353
H 4.69661 -3.25111 -1.12553 0.0086 -0.0145 -0.0372
H -4.01766 3.25859 1.07018 0.0256 -0.0021 0.0031
C -1.20473 0.27585 -3.63677 -0.0390 -0.0067 -0.0676
H -3.30521 -5.81578 3.65097 -0.0065 0.0008 -0.0056
H 1.39801 -1.87210 -2.97942 0.0688 -0.0212 -0.0078
H -3.41587 5.69776 1.57139 0.0037 -0.0212 0.0007
C 1.70616 -2.85005 -2.59508 -0.0550 0.0352 0.0006
H -1.61639 0.43681 -4.62860 0.0064 -0.0065 0.0074
S -1.74276 -0.17405 3.51011 0.0722 -0.0492 -0.2463
C -2.68410 1.81253 0.13365 0.1152 -0.1365 -0.0881
N 3.11849 -0.75165 1.32298 0.4200 0.0340 0.4616
C 1.45375 2.27235 2.83208 -0.2144 -0.0772 0.0045
C -2.86878 -5.10067 2.96225 0.0208 -0.0102 0.0213
C 1.98842 -2.71495 -1.11173 -0.0201 0.0067 0.0949
Pd 0.42025 -0.29202 1.32330 0.0694 0.0136 -0.2072
H -4.57686 0.45503 4.62958 -0.0037 0.0029 0.0121
H -1.44247 4.21294 -0.26307 0.0100 0.0081 0.0073
H 1.67204 2.47548 3.88313 -0.0177 0.0360 0.0004
C -5.34710 1.75628 3.11172 0.0070 0.0656 -0.0005
C -2.63163 0.45417 2.21971 0.0561 -0.1922 0.2828
H -3.78585 3.47677 -0.65939 0.0104 -0.0071 -0.0141
C -0.44704 1.26207 -3.02651 0.0464 -0.0037 0.0402
H -6.23727 2.37032 2.92487 -0.0073 -0.0117 -0.0095
H 0.85354 -3.51889 -2.72471 0.0314 -0.0275 -0.0273
N 3.14886 -1.83801 -0.90869 0.0029 -0.0654 -0.1042
C -5.50623 0.99161 4.41981 0.0209 -0.0483 -0.0267
H 1.16229 -2.26807 -0.56200 -0.0630 -0.0158 -0.0254
H -4.67058 -4.81888 1.82607 0.0056 -0.0144 0.0202
C -3.26903 3.21602 0.27215 0.0193 0.0564 0.0110
H -4.50287 2.44819 3.20894 0.0027 0.0020 -0.0010
```
Forces are in eV/Å.

Calculated total energy = -2538.523001 Ha
Energy above the lowest of the compared OMol25 structures with the same formula, charge and spin = 11.44 kcal per mole
Total charge = -2

Atomic partial charges in e from the Mulliken method, atoms 1 to 4: number 1, H, carries 0.435; number 2, H, carries 0.079; number 3, C, carries -1.074; number 4, H, carries 0.242

***

Gap between HOMO and LUMO: 8.7, 4.7 (eV)
HOMO energy: -7.933, -0.303 (eV)
Max |F|: 3.8, 0.6 (eV/Å)